{
  "formula": "C48H62Cl2N4O6S3Si2Sn",
  "method": "ωB97M-V/def2-TZVPD",
  "e_above_lowest_ev": 0.000,
  "e_lumo_ev": -0.443,
  "e_tot_ev": -148175.4487,
  "orbital_gap_ev": 6.38,
  "total_charge": 0,
  "elements": ["Sn", "S", "C", "C", "C", "C", "C", "C", "N", "C", "C", "C", "C", "C", "C", "C", "C", "N", "C", "C", "C", "C", "C", "S", "C", "H", "H", "H", "H", "H", "H", "H", "H", "H", "H", "H", "H", "O", "C", "C", "C", "C", "N", "C", "C", "C", "C", "C", "C", "O", "C", "C", "N", "H", "H", "H", "H", "H", "H", "H", "H", "H", "H", "H", "H", "C", "Si", "C", "C", "O", "H", "H", "H", "H", "H", "H", "H", "H", "H", "C", "C", "C", "C", "O", "Si", "S", "O", "C", "C", "C", "C", "O", "C", "C", "C", "C", "H", "H", "H", "H", "H", "H", "H", "H", "H", "H", "H", "H", "H", "H", "H", "H", "H", "H", "H", "H", "H", "H", "H", "H", "H", "H", "H", "Cl", "C", "Cl", "H", "H"],
  "xyz": [[-0.1539, 0.0039, -0.5692], [-6.4347, 3.4303, -4.0884], [-7.2394, 4.4103, -2.9447], [-6.5750, 4.4420, -1.7582], [-5.3878, 3.6559, -1.7846], [-5.1768, 3.0428, -2.9865], [-4.0525, 2.1643, -3.3658], [-3.1487, 1.7353, -2.3699], [-2.1094, 0.9775, -2.6099], [-1.8903, 0.5488, -3.8640], [-2.7151, 0.9094, -4.9306], [-2.4021, 0.4520, -6.2616], [-1.3167, -0.3106, -6.4843], [-0.4505, -0.7058, -5.4002], [0.6988, -1.4798, -5.6096], [1.4985, -1.8392, -4.5552], [1.1015, -1.4053, -3.2760], [0.0318, -0.6765, -3.0484], [-0.7422, -0.3049, -4.0949], [2.7178, -2.6489, -4.7404], [3.0568, -3.4236, -5.8123], [4.3164, -4.0659, -5.6561], [4.9046, -3.7638, -4.4661], [3.9427, -2.7059, -3.5420], [-3.8127, 1.7385, -4.6483], [-8.1593, 4.9070, -3.2075], [-6.9108, 5.0023, -0.8979], [-4.7176, 3.5634, -0.9410], [-3.2860, 2.0207, -1.3346], [-3.0520, 0.7416, -7.0784], [-1.0718, -0.6459, -7.4849], [0.9543, -1.7757, -6.6207], [1.6782, -1.6769, -2.3960], [2.4207, -3.5553, -6.6766], [4.7546, -4.7269, -6.3892], [5.8508, -4.1092, -4.0824], [-4.4602, 2.0402, -5.4655], [-1.8613, 7.4330, 1.9458], [-1.1499, 7.1843, 0.7455], [-1.1718, 5.7127, 0.4405], [-0.5992, 5.2542, -0.7381], [-0.6245, 3.8983, -0.9967], [-1.1687, 3.0016, -0.1782], [-1.7142, 3.4360, 0.9569], [-1.7377, 4.7874, 1.2999], [-2.3101, 2.3916, 1.8630], [-2.6514, 2.6863, 3.1765], [-3.1606, 1.6860, 3.9939], [-3.5823, 1.9857, 5.4078], [-4.8402, 2.6537, 5.4481], [-3.2997, 0.4166, 3.4611], [-2.9369, 0.2068, 2.1380], [-2.4626, 1.1649, 1.3519], [-1.8080, 8.3724, 2.1449], [-0.1067, 7.5061, 0.8329], [-1.5948, 7.7251, -0.0961], [-0.1406, 5.9351, -1.4460], [-0.1822, 3.5007, -1.9061], [-2.1999, 5.1338, 2.2112], [-2.5143, 3.6801, 3.5819], [-2.8719, 2.6644, 5.8776], [-3.6041, 1.0633, 5.9946], [-5.5005, 2.0668, 5.0634], [-3.6650, -0.4060, 4.0650], [-3.0039, -0.7807, 1.6909], [4.5969, 0.6622, -1.0621], [2.9667, 1.4623, -1.4970], [2.9552, 1.7369, -3.3474], [2.9025, 3.1459, -0.6871], [1.7029, 0.5329, -1.0755], [5.3895, 1.4066, -0.9465], [4.9096, -0.0365, -1.8428], [4.5167, 0.1022, -0.1270], [3.8519, 2.2769, -3.6666], [2.0826, 2.3187, -3.6630], [2.9339, 0.7837, -3.8864], [3.8260, 3.7015, -0.8758], [2.7777, 3.0634, 0.3944], [2.0698, 3.7398, -1.0737], [2.5136, 0.8284, 2.7013], [1.5352, -0.0710, 3.4342], [0.4053, 0.7472, 4.0427], [2.2401, -0.9044, 4.4962], [0.9185, -0.9120, 2.4605], [1.3105, -2.3765, 1.8196], [0.0595, -2.5607, 0.1773], [2.9237, -2.3560, 1.5163], [3.8639, -3.4005, 1.2319], [5.0639, -2.7088, 0.6101], [3.2547, -4.4064, 0.2639], [4.2588, -4.0744, 2.5386], [1.0846, -3.5904, 2.9032], [-0.0702, -4.0878, 3.5824], [0.4020, -4.5294, 4.9585], [-1.1422, -3.0108, 3.7226], [-0.5907, -5.2678, 2.7746], [2.9995, 1.5251, 3.3893], [1.9866, 1.3974, 1.9350], [3.2790, 0.2232, 2.2119], [0.7965, 1.4814, 4.7507], [-0.2972, 0.0969, 4.5685], [-0.1379, 1.2738, 3.2539], [2.6433, -0.2473, 5.2699], [3.0620, -1.4804, 4.0635], [1.5417, -1.6005, 4.9645], [4.7791, -2.2056, -0.3152], [5.8514, -3.4339, 0.3910], [5.4601, -1.9587, 1.2973], [2.8869, -3.9061, -0.6339], [2.4111, -4.9293, 0.7207], [4.0028, -5.1466, -0.0288], [4.7393, -3.3553, 3.2055], [4.9624, -4.8877, 2.3453], [3.3819, -4.4797, 3.0435], [0.7789, -3.6759, 5.5245], [1.2072, -5.2597, 4.8635], [-0.4162, -4.9829, 5.5225], [-0.7504, -2.1504, 4.2679], [-1.9956, -3.4144, 4.2726], [-1.4827, -2.6653, 2.7435], [0.1613, -6.0580, 2.7336], [-0.8104, -4.9464, 1.7549], [-1.5020, -5.6758, 3.2193], [-3.2433, -4.6184, -2.5754], [-3.0278, -3.6821, -1.0828], [-3.1179, -1.9353, -1.3743], [-2.0441, -3.8913, -0.6746], [-3.8176, -3.9523, -0.3936]],
  "forces_ev_per_angstrom": [[-0.6621, 0.0505, 0.2753], [-0.1105, -0.0179, -0.1704], [0.0096, 0.0128, 0.0494], [0.1386, -0.0942, -0.0431], [-0.1079, 0.1410, 0.1441], [0.2664, -0.1882, -0.0758], [-0.2061, 0.1889, 0.2591], [0.0641, -0.0822, 0.0533], [-0.0451, -0.0424, 0.0713], [0.2526, -0.1230, 0.1697], [-0.0572, 0.0244, -0.2455], [-0.1231, 0.0920, 0.1603], [0.1665, -0.0830, 0.1075], [-0.0453, -0.0325, -0.2591], [-0.0705, 0.0268, -0.2349], [0.2541, -0.1818, 0.0513], [-0.0933, -0.0757, 0.1376], [-0.0525, -0.0627, -0.1424], [-0.0355, 0.0725, 0.2395], [-0.2959, 0.1809, 0.0278], [0.1361, -0.1516, -0.0917], [-0.1351, 0.0450, -0.0245], [0.0112, -0.0338, -0.0734], [0.0691, 0.1099, 0.2690], [-0.0395, -0.0149, -0.2536], [0.0104, -0.0076, 0.0014], [0.0089, -0.0104, -0.0088], [-0.0212, 0.0141, -0.0132], [0.0293, 0.0084, 0.0331], [-0.0061, 0.0089, 0.0165], [0.0055, -0.0028, 0.0130], [0.0008, 0.0107, 0.0123], [-0.0036, -0.0025, -0.0202], [0.0173, -0.0027, 0.0133], [-0.0058, 0.0073, 0.0004], [-0.0038, 0.0032, -0.0088], [0.0085, 0.0042, 0.0215], [0.0421, 0.0741, -0.0506], [-0.0768, -0.0489, 0.1155], [0.0242, 0.0629, -0.0138], [0.0025, -0.0250, -0.0585], [-0.0409, -0.1267, -0.0104], [0.0207, 0.0927, 0.0447], [-0.1169, -0.1505, 0.0804], [-0.0114, 0.0612, -0.0048], [0.0744, 0.0593, -0.1279], [-0.0177, 0.0358, 0.0842], [-0.0034, 0.0120, 0.0262], [-0.0240, 0.0858, -0.0431], [0.0427, -0.0824, 0.0398], [0.0223, -0.0951, -0.0197], [0.1345, 0.0156, -0.0807], [-0.1496, 0.1640, 0.0159], [-0.0111, -0.0490, 0.0057], [0.0228, 0.0083, 0.0112], [-0.0209, 0.0164, -0.0117], [-0.0102, -0.0008, 0.0240], [-0.0359, -0.0010, 0.0052], [0.0011, 0.0065, -0.0209], [0.0080, -0.0327, 0.0086], [0.0045, 0.0256, 0.0148], [-0.0268, -0.0251, 0.0141], [0.0087, 0.0524, -0.0083], [0.0020, 0.0042, -0.0102], [-0.0418, 0.0229, -0.0157], [0.0715, -0.1457, 0.1230], [-0.1430, -0.0972, -0.0380], [-0.0424, 0.0300, -0.2143], [-0.0578, 0.1490, 0.0746], [0.8251, 0.1417, 0.0082], [-0.0200, -0.0088, -0.0256], [-0.0056, -0.0342, 0.0249], [0.0137, 0.0507, -0.0099], [-0.0335, -0.0030, -0.0093], [0.0255, -0.0374, 0.0007], [0.0154, 0.0438, 0.0123], [-0.0277, -0.0157, -0.0083], [0.0059, 0.0139, 0.0373], [0.0603, -0.0141, 0.0457], [0.2147, 0.0721, 0.0170], [0.0044, -0.1231, -0.0705], [-0.0026, 0.0561, 0.0657], [0.0664, 0.0400, 0.1039], [-0.0921, -0.0314, -0.1982], [-0.0253, 0.1214, -0.0257], [0.1865, -0.3228, -0.4515], [-0.1555, 0.1369, 0.1360], [-0.2224, 0.0436, 0.0363], [0.0954, -0.0164, -0.0986], [-0.0132, -0.0654, -0.0782], [0.0586, -0.0823, 0.0853], [0.2258, 0.0715, 0.1625], [-0.0036, 0.0867, -0.1839], [0.0211, -0.0872, 0.0870], [-0.0692, 0.0258, -0.0033], [-0.1385, -0.0905, -0.0100], [-0.0153, 0.0032, -0.0123], [-0.0262, 0.0342, -0.0409], [-0.0184, 0.0109, -0.0005], [-0.0049, 0.0029, -0.0041], [0.0057, 0.0143, -0.0184], [0.0445, -0.0437, 0.0326], [0.0285, -0.0281, 0.0102], [-0.0758, 0.0477, -0.0019], [0.0121, 0.0400, -0.0180], [-0.0146, -0.0458, 0.0122], [-0.0020, 0.0226, 0.0064], [0.0006, -0.0149, -0.0086], [0.0396, 0.0209, 0.0328], [0.0249, 0.0190, 0.0228], [-0.0062, -0.0100, 0.0150], [-0.0069, 0.0072, -0.0163], [0.0100, 0.0152, 0.0127], [-0.0010, 0.0098, -0.0507], [-0.0015, -0.0136, -0.0161], [-0.0144, 0.0062, -0.0071], [0.0064, -0.0010, -0.0232], [-0.0166, -0.0250, -0.0057], [-0.0008, 0.0051, -0.0069], [0.0324, -0.0338, 0.0209], [0.0016, 0.0239, -0.0052], [0.0032, 0.0075, 0.0252], [0.0299, -0.0089, 0.0135], [0.0125, 0.0587, 0.0812], [0.0637, 0.0404, -0.0537], [-0.0624, -0.0337, -0.0302], [-0.0014, 0.0124, -0.0188], [-0.0369, -0.0058, -0.0174]]
}